Version a
DFT (ωB97M-V with the def2-TZVPD basis set) results for 9 unconnected molecules or ions with the total composition C18H36Br18.

Atoms and positions in Å:
Br1 4.841 2.611 2.681
Br2 -1.748 -2.212 0.154
Br3 1.361 -6.157 8.482
Br4 -1.732 1.531 -7.966
Br5 1.621 -1.315 -9.558
Br6 -5.240 -8.072 0.914
Br7 1.995 6.132 -0.377
Br8 -7.105 3.617 -5.317
Br9 -6.418 -4.978 4.215
Br10 3.553 10.261 0.970
Br11 2.069 -2.624 5.535
Br12 -1.362 0.580 -2.323
Br13 -4.381 2.978 3.798
Br14 7.006 -1.049 1.070
Br15 -6.407 0.387 -1.988
Br16 -1.953 6.914 4.664
Br17 7.270 -6.988 -3.631
Br18 4.746 -3.001 -3.125
C1 -6.281 2.434 -4.005
C2 -0.516 -0.612 0.233
C3 6.846 -5.166 -3.241
C4 6.623 0.490 2.277
C5 2.538 8.925 -0.031
C6 5.645 1.355 1.488
C7 5.396 -4.858 -3.791
C8 -2.577 4.969 4.582
C9 -5.901 -7.490 2.752
C10 -7.216 1.449 -3.455
C11 -0.038 0.507 -8.072
C12 2.124 -3.751 7.155
C13 -5.522 -6.021 2.778
C14 -1.260 0.634 -0.339
C15 1.181 -4.942 6.965
C16 -4.072 4.872 4.115
C17 3.292 7.582 0.134
C18 -0.050 -0.331 -9.360
H1 -0.287 -0.423 1.281
H2 3.622 7.388 1.155
H3 -5.543 1.865 -4.570
H4 6.032 2.019 0.714
H5 4.843 0.791 1.012
H6 -4.185 5.437 3.189
H7 7.537 -4.626 -3.889
H8 -2.311 4.476 5.518
H9 -6.984 -7.607 2.701
H10 0.320 -1.034 -0.324
H11 4.192 7.505 -0.477
H12 5.278 -4.972 -4.868
H13 -5.846 2.964 -3.157
H14 6.229 0.097 3.214
H15 -5.505 -8.006 3.626
H16 -7.528 0.751 -4.231
H17 -2.205 0.773 0.187
H18 2.328 9.270 -1.044
H19 7.021 -5.064 -2.170
H20 -0.914 -0.996 -9.357
H21 -8.095 1.966 -3.072
H22 -0.236 0.413 -10.135
H23 3.189 -3.971 7.229
H24 0.151 -4.614 6.831
H25 -1.885 4.475 3.900
H26 7.539 0.971 2.621
H27 -4.711 5.276 4.900
H28 1.855 -3.128 8.007
H29 0.728 1.283 -8.074
H30 1.547 -5.576 6.157
H31 -0.777 1.580 -0.095
H32 1.607 8.880 0.533
H33 0.120 -0.129 -7.201
H34 -4.478 -5.736 2.908
H35 -5.689 -5.423 1.882
H36 4.709 -5.536 -3.284

Values from the calculation:
HOMO-LUMO gap	10.1053	eV
SMILES	BrCCBr.BrCCBr.BrCCBr.BrCCBr.BrCCBr.BrCCBr.BrCCBr.BrCCBr.BrCCBr
HOMO energy	-0.3736	Ha
multiplicity	1

Version b
DFT (ωB97M-V with the def2-TZVPD basis set) results for 9 unconnected molecules or ions with the total composition C18H36Br18.

Atoms and positions in Å:
Br1 0.986 -6.336 -1.706
Br2 -2.624 -8.219 -0.578
Br3 -1.452 -15.176 2.411
Br4 -3.718 -18.984 1.229
Br5 -6.680 -6.997 -2.424
Br6 -3.694 -8.603 5.049
Br7 -3.278 -11.668 -1.798
Br8 -0.802 -15.216 -2.132
Br9 -6.281 -11.444 0.981
Br10 -1.192 -12.496 7.121
Br11 -0.621 -11.904 1.949
Br12 1.745 -8.886 2.146
Br13 1.459 -15.373 4.516
Br14 -3.924 -12.897 3.405
Br15 3.054 -15.747 0.411
Br16 0.321 -7.278 -5.456
Br17 -9.022 -10.390 -2.690
Br18 0.926 -10.947 -2.669
C1 1.077 -15.356 -1.566
C2 -1.196 -11.717 0.071
C3 1.380 -9.504 -3.936
C4 -3.251 -10.172 3.936
C5 -8.217 -10.336 -0.922
C6 -4.458 -11.120 4.012
C7 -7.234 -11.498 -0.745
C8 -2.803 -17.648 2.288
C9 -2.642 -12.151 -0.018
C10 1.309 -15.080 -0.067
C11 -0.529 -13.697 5.734
C12 0.858 -14.204 6.012
C13 1.404 -6.865 0.156
C14 -2.386 -16.513 1.375
C15 0.053 -8.951 -4.446
C16 -4.185 -8.231 -1.778
C17 1.073 -8.330 0.373
C18 -5.017 -7.049 -1.326
H1 -3.817 -8.130 -2.795
H2 -9.024 -10.397 -0.200
H3 -6.481 -11.376 -1.519
H4 0.023 -8.590 0.358
H5 1.982 -8.729 -3.466
H6 1.706 -14.690 -2.149
H7 2.459 -6.697 0.345
H8 -1.205 -14.552 5.757
H9 -1.065 -10.680 -0.227
H10 -2.703 -13.220 0.179
H11 -4.696 -9.187 -1.731
H12 -5.286 -10.743 3.417
H13 -0.375 -9.699 -5.110
H14 -7.717 -12.467 -0.801
H15 1.418 -16.382 -1.668
H16 -7.675 -9.397 -0.865
H17 -5.341 -7.041 -0.291
H18 1.328 -14.037 0.242
H19 -4.821 -11.178 5.033
H20 -2.949 -9.884 2.934
H21 1.991 -9.929 -4.727
H22 -4.501 -6.112 -1.513
H23 -3.182 -16.011 0.837
H24 -1.982 -18.118 2.827
H25 0.533 -15.559 0.528
H26 -0.612 -13.289 4.733
H27 1.112 -14.705 6.940
H28 -2.397 -10.695 4.356
H29 -3.239 -11.671 0.752
H30 -3.439 -17.367 3.129
H31 -1.696 -16.933 0.645
H32 -0.669 -8.789 -3.652
H33 -0.522 -12.308 -0.543
H34 1.655 -8.919 -0.331
H35 0.841 -6.212 0.817
H36 1.592 -13.397 5.972

Values from the calculation:
HOMO-LUMO gap	9.9423	eV
SMILES	BrCCBr.BrCCBr.BrCCBr.BrCCBr.BrCCBr.BrCCBr.BrCCBr.BrCCBr.BrCCBr
HOMO energy	-0.3602	Ha
multiplicity	1

Which of them is the most stable? Correct choice: version b.

Version a
DFT (ωB97M-V with the def2-TZVPD basis set) results for 5 unconnected molecules or ions with the total composition C5H19NO6.

Atoms and positions in Å:
O1 0.546 2.933 -0.305
O2 1.586 1.342 -2.421
O3 -3.847 1.505 0.310
O4 1.997 -1.226 1.786
O5 -1.004 0.379 -2.802
O6 0.656 1.013 2.667
N1 -1.010 -0.385 -0.005
C1 2.020 -1.050 0.368
C2 -0.440 -1.748 0.158
C3 -2.726 1.238 0.666
C4 0.969 -1.870 -0.374
C5 -2.249 -0.207 0.726
H1 1.153 1.239 3.458
H2 2.069 -2.156 2.027
H3 -2.069 2.010 1.076
H4 0.734 0.047 2.592
H5 -0.272 0.242 0.282
H6 0.720 1.170 -2.859
H7 -1.345 0.076 -1.921
H8 -1.833 0.789 -3.088
H9 -0.553 -2.042 1.217
H10 -3.020 -0.828 0.242
H11 1.270 2.912 0.338
H12 -1.144 -2.430 -0.349
H13 1.806 0.006 0.216
H14 2.198 0.730 -2.840
H15 1.219 -2.930 -0.379
H16 3.005 -1.366 0.010
H17 0.906 -1.502 -1.404
H18 -2.246 -0.552 1.771
H19 0.905 2.661 -1.164

Values from the calculation:
HOMO-LUMO gap	9.8856	eV
SMILES	O=CCNCCCO.O.O.O.O
HOMO energy	-0.3479	Ha
multiplicity	1

Version b
DFT (ωB97M-V with the def2-TZVPD basis set) results for 5 unconnected molecules or ions with the total composition C5H19NO6.

Atoms and positions in Å:
O1 1.327 -1.880 -1.252
O2 -2.270 0.058 -1.318
O3 -0.595 -1.212 -3.027
O4 -1.042 -1.974 0.564
O5 -3.389 2.090 0.454
O6 2.546 -1.613 0.549
N1 1.047 0.973 -1.249
C1 -0.142 1.564 3.115
C2 0.379 1.924 1.726
C3 1.684 -1.180 -0.164
C4 1.446 0.925 1.227
C5 0.980 0.171 -0.030
H1 -0.794 0.683 3.105
H2 -1.332 0.116 -1.091
H3 0.625 1.414 3.868
H4 -0.822 2.357 3.447
H5 -0.034 -0.103 0.250
H6 -1.703 -2.217 1.226
H7 1.996 1.308 -1.330
H8 -3.285 1.364 -0.182
H9 -0.374 1.999 0.943
H10 -0.597 -2.818 0.404
H11 0.338 1.686 -1.234
H12 2.381 1.443 0.974
H13 -2.534 2.162 0.892
H14 1.764 0.228 1.996
H15 0.117 -0.914 -3.610
H16 -2.574 -0.661 -0.749
H17 0.797 2.928 1.842
H18 0.531 -1.626 -1.767
H19 -1.232 -0.504 -3.057

Values from the calculation:
HOMO-LUMO gap	9.9343	eV
SMILES	CCC[C@@H](N)C(=O)O.O.O.O.O
HOMO energy	-0.3605	Ha
multiplicity	1

Which of them is the most stable? Correct choice: version b.

Version a
DFT (ωB97M-V with the def2-TZVPD basis set) results for 2 unconnected molecules or ions with the total composition C4H15N2.

Atoms and positions in Å:
N1 1.685 -0.050 -0.158
N2 -0.725 0.858 -0.248
C1 1.715 -1.200 0.769
C2 -1.585 0.518 0.915
C3 1.891 -0.448 -1.587
C4 -2.997 0.319 0.446
H1 -3.098 -0.557 -0.195
H2 -3.293 1.217 -0.125
H3 0.874 -1.855 0.444
H4 2.653 -1.770 0.736
H5 1.073 -1.091 -1.962
H6 -1.142 -0.321 1.472
H7 1.504 -0.865 1.799
H8 -3.675 0.208 1.325
H9 -0.962 0.294 -1.044
H10 1.963 0.440 -2.225
H11 2.846 -0.999 -1.677
H12 -0.831 1.838 -0.553
H13 0.398 0.638 -0.084
H14 2.387 0.620 0.115
H15 -1.567 1.408 1.553

Values from the calculation:
total charge	+1
HOMO-LUMO gap	11.2781	eV
HOMO energy	-0.5222	Ha
multiplicity	1

Version b
DFT (ωB97M-V with the def2-TZVPD basis set) results for 2 unconnected molecules or ions with the total composition C4H15N2.

Atoms and positions in Å:
N1 -0.795 1.271 -1.106
N2 -1.826 -1.298 1.221
C1 0.729 1.089 -1.052
C2 -0.655 -1.952 1.843
C3 1.220 1.461 0.364
C4 1.047 -0.404 -1.418
H1 1.181 1.755 -1.766
H2 -1.259 0.536 -0.536
H3 -0.924 -3.027 1.929
H4 -1.147 1.156 -2.092
H5 2.316 1.324 0.354
H6 2.117 -0.574 -1.415
H7 0.881 2.519 0.554
H8 -1.089 2.147 -0.729
H9 0.619 -1.077 -0.685
H10 0.602 -0.611 -2.375
H11 -1.728 -0.265 1.288
H12 0.326 -1.831 1.352
H13 0.766 0.819 1.169
H14 -1.807 -1.484 0.217
H15 -0.575 -1.556 2.883

Values from the calculation:
total charge	+1
HOMO-LUMO gap	9.6209	eV
HOMO energy	-0.4897	Ha
multiplicity	1

Which of them is the most stable? Correct choice: version a.

Version a
DFT (ωB97M-V with the def2-TZVPD basis set) results for 2 unconnected molecules or ions with the total composition C6H13NO.

Atoms and positions in Å:
O1 -3.557 0.301 0.766
N1 1.218 0.552 -0.200
C1 1.236 -0.599 0.452
C2 1.698 -1.965 2.506
C3 1.773 -0.724 1.725
C4 -1.497 0.965 -2.693
C5 -0.793 0.895 -1.581
C6 0.694 0.619 -1.569
H1 2.228 0.146 2.197
H2 1.020 -0.274 -2.101
H3 -1.089 0.925 -3.694
H4 2.653 -2.242 2.964
H5 1.202 1.451 -2.067
H6 1.475 1.407 0.274
H7 1.322 -2.821 1.956
H8 -3.265 0.218 1.678
H9 -2.573 1.090 -2.707
H10 -2.774 0.533 0.240
H11 0.741 -1.417 -0.057
H12 0.955 -1.831 3.296
H13 -1.260 0.961 -0.612

Values from the calculation:
total charge	+1
HOMO-LUMO gap (alpha / beta)	10.4646 / 7.1754	eV
HOMO energy (alpha / beta)	-0.5131 / -0.5138	Ha
multiplicity	2

Version b
DFT (ωB97M-V with the def2-TZVPD basis set) results for 2 unconnected molecules or ions with the total composition C6H13NO.

Atoms and positions in Å:
O1 -1.714 -2.968 2.969
N1 -0.273 2.383 -2.931
C1 -0.469 -0.888 -1.032
C2 -0.315 1.536 -1.835
C3 -0.408 0.191 -1.987
C4 -0.210 -0.484 0.519
C5 1.086 -0.223 0.703
C6 1.538 0.375 2.027
H1 -0.376 -0.075 -3.112
H2 -1.480 -2.053 2.730
H3 -0.985 -0.471 1.177
H4 -0.218 3.442 -2.697
H5 -1.455 -1.256 -0.939
H6 1.812 -0.379 -0.087
H7 0.887 1.240 2.254
H8 -0.867 2.137 -3.728
H9 1.802 -0.405 2.666
H10 2.527 0.804 1.876
H11 -0.147 2.017 -0.855
H12 -0.959 -3.199 3.504
H13 0.224 -1.721 -1.225

Values from the calculation:
total charge	+1
HOMO-LUMO gap (alpha / beta)	9.8680 / 6.0436	eV
HOMO energy (alpha / beta)	-0.4953 / -0.4947	Ha
multiplicity	2

Which of them is the most stable? Correct choice: version a.

Version a
DFT (ωB97M-V with the def2-TZVPD basis set) results for a molecular structure, C4H11N2S.

Atoms and positions in Å:
S1 0.948 -3.367 -1.086
N1 -0.997 1.472 2.288
N2 0.586 0.662 0.572
C1 0.795 -0.568 -0.445
C2 0.217 -1.861 -0.177
C3 0.473 -0.012 -1.861
C4 -0.737 1.167 0.846
H1 -1.863 2.155 2.471
H2 -0.906 -1.840 -0.187
H3 -1.294 0.380 0.416
H4 1.910 -0.624 -0.503
H5 0.667 -2.210 0.695
H6 -0.614 0.341 -1.903
H7 0.644 -0.848 -2.513
H8 1.205 1.111 -2.071
H9 -0.894 1.992 0.164
H10 1.340 1.277 0.681
H11 -1.479 0.775 2.613

Values from the calculation:
total charge	-2
HOMO-LUMO gap (alpha / beta)	2.1034 / 5.8945	eV
HOMO energy (alpha / beta)	0.1379 / -0.0050	Ha
multiplicity	2

Version b
DFT (ωB97M-V with the def2-TZVPD basis set) results for a gas-phase ion, C4H11N2S (charge -2).

Atoms and positions in Å:
S1 -0.250 0.399 2.938
N1 -0.226 -0.525 -1.184
N2 2.388 0.781 1.021
C1 0.192 -0.153 0.125
C2 -0.952 0.336 1.126
C3 -1.568 -0.888 -1.577
C4 1.362 0.801 -0.123
H1 -1.193 1.331 0.830
H2 0.539 -1.189 0.618
H3 -2.021 -0.245 1.237
H4 1.915 0.274 -0.947
H5 0.993 1.791 -0.308
H6 -1.967 -1.814 -1.127
H7 -1.635 -0.889 -2.620
H8 -2.217 -0.052 -1.326
H9 2.386 -0.229 1.285
H10 0.470 -0.983 -1.779
H11 1.783 1.254 1.812

Values from the calculation:
total charge	-2
HOMO-LUMO gap (alpha / beta)	2.1235 / 6.0102	eV
HOMO energy (alpha / beta)	0.1430 / -0.0034	Ha
multiplicity	2

Which of them is the most stable? Correct choice: version b.

Version a
DFT (ωB97M-V with the def2-TZVPD basis set) results for 2 unconnected molecules or ions with the total composition C12H17N.

Atoms and positions in Å:
N1 1.343 3.274 -0.385
C1 1.754 2.406 0.627
C2 1.729 0.006 1.119
C3 0.589 2.614 -1.272
C4 2.427 0.334 2.286
C5 2.453 2.711 1.757
C6 2.791 1.639 2.617
C7 -2.897 -2.766 -0.250
C8 -2.232 -4.032 0.239
C9 -1.420 0.347 -2.058
C10 1.344 1.085 0.313
C11 0.639 1.218 -0.902
C12 0.083 0.151 -1.760
H1 0.639 0.037 -2.697
H2 2.620 3.665 2.243
H3 3.198 1.723 3.614
H4 -1.769 -4.737 -0.457
H5 -1.871 0.584 -1.088
H6 -1.818 -0.645 -2.257
H7 1.443 4.275 -0.240
H8 -3.563 -2.412 0.545
H9 -2.913 -4.645 0.829
H10 -0.065 2.936 -2.064
H11 0.273 -0.821 -1.291
H12 -1.392 -3.788 0.899
H13 -3.650 -2.877 -1.034
H14 -2.180 -1.992 -0.511
H15 -1.547 1.129 -2.796
H16 2.696 -0.445 2.988
H17 1.297 -0.975 0.987

Values from the calculation:
total charge	+1
HOMO-LUMO gap (alpha / beta)	8.9865 / 6.6846	eV
HOMO energy (alpha / beta)	-0.4724 / -0.4949	Ha
multiplicity	2

Version b
DFT (ωB97M-V with the def2-TZVPD basis set) results for 2 unconnected molecules or ions with the total composition C12H17N.

Atoms and positions in Å:
N1 1.121 0.676 0.556
C1 -2.355 -0.790 2.020
C2 2.489 1.441 -1.048
C3 3.486 2.332 -1.717
C4 -3.769 -0.410 1.538
C5 2.033 1.585 0.292
C6 1.742 -0.208 -2.865
C7 1.771 0.361 -1.586
C8 -2.108 -0.677 3.530
C9 0.084 -1.739 -2.081
C10 0.057 -1.164 -0.796
C11 0.928 -0.137 -0.573
C12 0.871 -1.261 -3.119
H1 0.735 0.506 1.476
H2 3.933 3.027 -1.018
H3 -0.620 -2.539 -2.269
H4 -2.190 -1.821 1.689
H5 -4.342 0.113 2.311
H6 0.821 -1.678 -4.120
H7 2.314 2.334 1.015
H8 -3.703 0.264 0.683
H9 -1.474 0.166 3.816
H10 -3.050 -0.541 4.063
H11 2.358 0.156 -3.672
H12 -4.330 -1.296 1.263
H13 2.971 2.883 -2.503
H14 4.222 1.714 -2.230
H15 -1.716 -1.599 3.943
H16 -1.626 -0.190 1.461
H17 -0.652 -1.508 -0.059

Values from the calculation:
total charge	+1
HOMO-LUMO gap (alpha / beta)	9.3017 / 6.7373	eV
HOMO energy (alpha / beta)	-0.4739 / -0.4983	Ha
multiplicity	2

Which of them is the most stable? Correct choice: version b.